[1]
{
  "formula": "C24H55BeCaClF3KLiN3O5P3S",
  "method": "the ωB97M-V functional and the def2-TZVPD basis",
  "symbols": ["C", "C", "C", "P", "C", "C", "C", "C", "C", "C", "C", "C", "C", "S", "C", "C", "P", "C", "O", "H", "H", "H", "H", "H", "H", "H", "H", "H", "H", "H", "H", "H", "H", "H", "H", "H", "H", "H", "H", "H", "H", "H", "H", "H", "H", "H", "H", "H", "H", "H", "H", "H", "Li", "Be", "F", "F", "K", "O", "P", "N", "C", "C", "N", "C", "C", "N", "C", "C", "H", "H", "H", "H", "H", "H", "H", "H", "H", "H", "H", "H", "H", "H", "H", "H", "H", "H", "Cl", "C", "C", "O", "C", "O", "O", "H", "H", "H", "H", "F", "Ca"],
  "xyz": [[2.124, 1.015, 2.196], [2.308, 1.180, 1.018], [2.391, 1.260, -0.427], [1.541, -0.189, -1.448], [-0.014, -0.290, -0.328], [-1.167, -1.061, -0.997], [-0.946, -2.592, -1.083], [-1.152, -3.048, -2.538], [-1.392, -4.568, -2.689], [-0.009, -5.279, -2.637], [0.398, -5.907, -1.300], [1.701, -6.687, -1.504], [2.469, -1.491, -0.399], [4.245, -1.266, -0.585], [4.886, -2.379, -1.831], [5.232, -3.756, -1.261], [0.583, 1.340, -2.887], [0.366, 0.453, -4.425], [-0.958, 1.808, -2.390], [1.899, 0.965, 3.234], [1.925, 2.199, -0.736], [3.434, 1.353, -0.734], [0.987, -1.242, -2.297], [2.687, -0.141, -2.351], [0.189, -0.837, 0.597], [-0.368, 0.686, 0.014], [-2.043, -0.904, -0.354], [-1.399, -0.662, -1.989], [-1.741, -3.082, -0.513], [0.014, -2.900, -0.675], [-1.960, -2.496, -3.016], [-0.256, -2.844, -3.126], [-1.908, -4.758, -3.628], [-2.088, -4.930, -1.890], [0.791, -4.612, -2.953], [-0.059, -6.101, -3.361], [-0.364, -6.573, -0.904], [0.598, -5.138, -0.552], [1.970, -7.168, -0.543], [2.524, -6.041, -1.806], [1.576, -7.479, -2.251], [2.254, -1.433, 0.666], [2.265, -2.495, -0.774], [4.158, -2.528, -2.633], [5.763, -1.956, -2.309], [5.969, -3.593, -0.476], [5.713, -4.370, -2.021], [4.326, -4.224, -0.869], [1.395, 0.262, -4.793], [-0.086, -0.515, -4.175], [-0.196, 1.023, -5.155], [-0.952, 2.751, -2.174], [-2.727, 1.179, -1.466], [-2.643, -6.620, -1.106], [7.240, -1.594, -0.370], [1.960, 1.148, -6.284], [1.878, -9.182, -2.145], [-2.144, 4.470, 0.429], [-1.880, 5.284, 1.654], [-0.845, 6.467, 0.886], [0.457, 6.931, 1.323], [-1.353, 7.172, -0.238], [-1.010, 4.099, 2.548], [0.429, 4.036, 2.497], [-1.608, 2.751, 2.470], [-2.055, 6.263, 3.036], [-2.772, 7.541, 2.868], [-1.967, 5.793, 4.419], [0.501, 7.053, 2.407], [0.688, 7.906, 0.894], [1.252, 6.248, 1.010], [-1.794, 8.140, 0.034], [-2.190, 6.562, -0.760], [-0.570, 7.343, -0.981], [0.811, 3.888, 1.472], [0.784, 3.208, 3.111], [0.889, 4.929, 2.927], [-1.344, 2.255, 1.539], [-2.687, 2.787, 2.527], [-1.257, 2.138, 3.311], [-2.063, 8.360, 2.707], [-3.379, 7.794, 3.733], [-3.447, 7.507, 2.013], [-0.932, 5.845, 4.764], [-2.326, 4.776, 4.538], [-2.562, 6.415, 5.089], [-2.754, 6.571, -2.512], [-2.099, -4.261, 3.073], [-2.887, -5.291, 2.289], [-4.168, -5.235, 2.906], [-4.299, -4.011, 3.494], [-5.303, -3.589, 3.946], [-3.109, -3.347, 3.486], [-1.344, -3.757, 2.471], [-1.622, -4.687, 3.959], [-2.989, -5.024, 1.234], [-2.466, -6.292, 2.362], [-3.380, 1.836, 0.930], [5.170, -0.233, 1.635]],
  "multiplicity": 1,
  "e_homo_ev": -8.07,
  "orbital_gap_ha": 0.0740,
  "charge": 1,
  "lumo_energy_ev": -6.06
}

=====

[2]
{
  "formula": "C3H2N4O",
  "method": "the ωB97M-V functional and the def2-TZVPD basis",
  "symbols": ["O", "C", "N", "C", "C", "N", "N", "N", "H", "H"],
  "xyz": [[-1.551, 1.985, 0.334], [-1.161, 1.052, -0.295], [-1.423, -0.283, 0.237], [-0.415, -0.891, 0.597], [0.944, -0.416, 0.517], [1.692, 0.192, -0.508], [0.896, 0.467, -1.513], [-0.285, 0.911, -1.568], [-0.283, -1.999, 1.029], [1.585, -1.018, 1.170]],
  "multiplicity": 1,
  "de_lowest_ev": 3.125,
  "e_homo_ev": -9.89,
  "orbital_gap_ha": 0.2991,
  "lumo_energy_ev": -1.75
}

=====

[3]
{
  "formula": "C38H49N7Yb",
  "method": "the ωB97M-V functional and the def2-TZVPD basis",
  "symbols": ["Yb", "C", "C", "C", "C", "C", "C", "C", "C", "N", "C", "C", "C", "C", "C", "C", "C", "C", "C", "C", "H", "H", "H", "H", "H", "H", "H", "H", "H", "H", "H", "H", "H", "H", "H", "H", "H", "H", "H", "H", "H", "H", "H", "H", "C", "C", "C", "C", "N", "C", "C", "H", "H", "H", "H", "H", "H", "H", "N", "C", "C", "N", "H", "H", "H", "H", "H", "H", "H", "H", "H", "N", "C", "C", "C", "C", "C", "C", "N", "C", "C", "C", "C", "N", "C", "C", "H", "H", "H", "H", "H", "H", "H", "H", "H"],
  "xyz": [[-10.044, -12.078, -13.792], [-12.882, -13.910, -8.503], [-13.176, -13.673, -10.017], [-14.344, -13.050, -10.433], [-14.294, -12.355, -11.639], [-15.265, -11.221, -12.045], [-13.247, -12.603, -12.506], [-12.268, -13.609, -12.285], [-12.225, -14.102, -10.919], [-11.498, -13.936, -13.368], [-11.306, -15.349, -13.624], [-12.626, -16.095, -13.284], [-12.569, -17.546, -13.822], [-11.430, -18.360, -13.107], [-10.144, -17.554, -13.347], [-9.860, -17.632, -14.887], [-11.029, -16.956, -15.732], [-12.314, -17.757, -15.375], [-11.126, -15.472, -15.188], [-10.166, -16.119, -12.914], [-13.592, -14.649, -8.162], [-12.945, -13.033, -7.922], [-11.889, -14.431, -8.404], [-15.220, -12.998, -9.712], [-14.916, -10.192, -11.895], [-16.209, -11.134, -11.440], [-15.571, -11.296, -13.088], [-13.109, -12.013, -13.414], [-11.349, -14.761, -10.667], [-13.467, -15.659, -13.791], [-12.800, -16.185, -12.182], [-13.520, -18.165, -13.543], [-11.515, -19.316, -13.579], [-11.619, -18.371, -12.030], [-9.336, -18.083, -12.812], [-9.804, -18.701, -15.236], [-8.859, -17.245, -15.151], [-10.818, -16.982, -16.764], [-12.186, -18.863, -15.513], [-13.095, -17.411, -16.028], [-11.960, -14.914, -15.706], [-10.185, -14.961, -15.511], [-9.147, -15.736, -13.108], [-10.469, -16.085, -11.840], [-10.672, -8.201, -8.428], [-10.489, -9.111, -9.529], [-9.294, -9.802, -9.733], [-9.166, -10.586, -10.917], [-10.209, -10.784, -11.758], [-11.356, -10.182, -11.489], [-11.511, -9.340, -10.401], [-10.365, -7.140, -8.622], [-10.119, -8.526, -7.507], [-11.777, -8.155, -8.242], [-8.418, -9.467, -9.164], [-8.163, -10.855, -11.212], [-12.163, -10.282, -12.195], [-12.497, -8.970, -10.239], [-4.950, -14.205, -14.541], [-5.173, -12.954, -13.845], [-6.524, -12.266, -14.228], [-7.654, -13.181, -13.893], [-4.183, -14.816, -14.156], [-4.791, -14.077, -15.542], [-5.764, -14.840, -14.530], [-4.393, -12.214, -13.944], [-5.181, -13.144, -12.801], [-6.499, -11.836, -15.276], [-6.684, -11.364, -13.613], [-7.501, -13.683, -13.038], [-7.752, -13.935, -14.530], [-9.211, -10.573, -20.580], [-8.620, -9.801, -21.541], [-8.188, -10.065, -22.864], [-7.627, -9.025, -23.485], [-7.734, -7.722, -23.034], [-8.454, -7.378, -21.886], [-8.821, -8.414, -21.112], [-9.570, -8.500, -19.954], [-9.676, -9.774, -19.592], [-10.096, -10.216, -18.347], [-10.072, -9.275, -17.306], [-10.179, -9.656, -16.031], [-10.545, -10.928, -15.725], [-10.656, -11.823, -16.722], [-10.385, -11.498, -18.021], [-9.451, -11.572, -20.684], [-8.289, -10.936, -23.439], [-6.988, -9.124, -24.360], [-7.241, -6.926, -23.552], [-8.636, -6.357, -21.708], [-9.845, -8.220, -17.586], [-10.023, -8.917, -15.178], [-11.022, -12.860, -16.498], [-10.288, -12.364, -18.762]],
  "multiplicity": 2,
  "e_homo_ev": [-13.75, -13.75],
  "orbital_gap_ha": [0.2065, 0.1130],
  "charge": 3,
  "lumo_energy_ev": [-8.13, -10.67]
}

=====

[4]
{
  "formula": "C13H52N6O13",
  "method": "the ωB97M-V functional and the def2-TZVPD basis",
  "symbols": ["C", "O", "H", "H", "H", "H", "C", "O", "H", "H", "H", "H", "C", "O", "H", "H", "H", "H", "C", "O", "H", "H", "H", "H", "C", "O", "H", "H", "H", "H", "C", "O", "H", "H", "H", "H", "C", "O", "H", "H", "H", "H", "C", "O", "H", "H", "H", "H", "C", "O", "H", "H", "H", "H", "C", "O", "H", "H", "H", "H", "C", "O", "N", "N", "H", "H", "H", "H", "C", "O", "N", "N", "H", "H", "H", "H", "C", "O", "N", "N", "H", "H", "H", "H"],
  "xyz": [[4.672, 0.486, 1.374], [3.289, 0.323, 1.044], [5.231, -0.443, 1.257], [5.140, 1.242, 0.744], [4.776, 0.848, 2.397], [3.139, 0.316, 0.096], [-0.447, -4.078, -0.261], [-1.532, -3.287, -0.758], [-0.597, -4.504, 0.732], [-0.168, -4.866, -0.960], [0.493, -3.545, -0.117], [-1.601, -3.431, -1.704], [-4.816, -2.140, 1.496], [-6.136, -2.183, 1.028], [-4.078, -2.011, 0.704], [-4.773, -1.202, 2.050], [-4.500, -2.978, 2.117], [-6.604, -1.469, 1.466], [4.323, -2.978, -0.525], [3.197, -2.545, 0.187], [4.153, -3.606, -1.400], [4.957, -2.177, -0.903], [4.845, -3.718, 0.082], [3.012, -1.643, -0.083], [-2.349, -0.488, 4.262], [-3.684, -0.606, 4.824], [-1.963, -1.507, 4.305], [-2.228, -0.212, 3.215], [-1.734, 0.091, 4.951], [-4.112, 0.246, 4.716], [-4.034, 2.877, -0.892], [-2.910, 3.526, -0.260], [-4.677, 3.639, -1.334], [-3.770, 2.099, -1.609], [-4.539, 2.330, -0.096], [-2.328, 2.878, 0.145], [0.815, -2.332, 3.111], [1.863, -2.978, 3.753], [1.092, -1.975, 2.119], [0.003, -3.052, 3.009], [0.323, -1.479, 3.579], [2.675, -2.836, 3.262], [-2.335, -0.099, -2.875], [-1.215, -0.977, -2.640], [-3.054, -0.151, -2.058], [-2.012, 0.933, -3.007], [-2.830, -0.358, -3.811], [-0.692, -0.568, -1.945], [0.592, 2.404, 3.263], [1.501, 1.367, 3.302], [1.127, 3.338, 3.438], [-0.043, 2.517, 2.385], [-0.086, 2.188, 4.088], [2.084, 1.444, 2.543], [1.187, 4.570, -0.028], [1.058, 5.309, -1.189], [2.044, 4.879, 0.571], [0.209, 4.627, 0.449], [1.391, 3.508, -0.166], [0.467, 4.739, -1.687], [-0.988, 0.251, 0.659], [-1.621, 1.308, 0.751], [-1.213, -0.918, 1.082], [0.103, 0.184, -0.027], [-1.176, -1.614, 0.350], [-2.036, -0.973, 1.664], [0.577, -0.690, -0.203], [0.333, 1.028, -0.533], [-0.043, 2.860, -3.414], [-0.505, 3.645, -2.573], [-0.727, 2.555, -4.443], [1.042, 2.260, -3.334], [-1.644, 2.972, -4.368], [-0.137, 2.373, -5.242], [1.385, 1.599, -4.017], [1.585, 2.387, -2.491], [2.605, -0.993, -2.703], [2.497, -0.432, -1.670], [3.740, -1.090, -3.328], [1.703, -1.594, -3.392], [4.460, -0.446, -3.032], [3.579, -1.278, -4.308], [0.823, -1.661, -2.901], [1.849, -2.036, -4.288]],
  "multiplicity": 1,
  "de_lowest_ev": 3.811,
  "e_homo_ev": -9.08,
  "orbital_gap_ha": 0.3154,
  "lumo_energy_ev": -0.50
}

=====

[5]
{
  "formula": "C41H57NO4OsS2SbSi",
  "method": "the ωB97M-V functional and the def2-TZVPD basis",
  "symbols": ["Os", "C", "C", "C", "C", "C", "C", "C", "C", "C", "C", "H", "H", "H", "H", "H", "H", "H", "H", "H", "H", "H", "H", "H", "H", "H", "S", "Sb", "C", "C", "C", "C", "C", "C", "C", "C", "C", "C", "C", "C", "C", "C", "C", "C", "C", "C", "H", "H", "H", "H", "H", "H", "H", "H", "H", "H", "H", "H", "H", "H", "H", "S", "C", "N", "C", "C", "C", "C", "O", "Si", "O", "O", "C", "C", "C", "C", "O", "C", "C", "C", "C", "H", "H", "H", "H", "H", "H", "H", "H", "H", "H", "H", "H", "H", "H", "H", "H", "H", "H", "H", "H", "H", "H", "H", "H", "H", "H", "H"],
  "xyz": [[-0.100, -0.033, 0.088], [1.544, -1.526, 0.297], [2.177, -0.657, -0.653], [1.442, -0.720, -1.844], [0.439, -1.751, -1.715], [0.504, -2.248, -0.407], [-0.258, -3.411, 0.143], [-0.376, -2.324, -2.827], [1.837, -0.022, -3.101], [3.447, 0.114, -0.480], [2.169, -2.011, 1.563], [0.303, -4.331, -0.045], [-1.237, -3.516, -0.327], [-0.406, -3.321, 1.219], [0.222, -3.077, -3.352], [-0.669, -1.570, -3.551], [-1.278, -2.812, -2.463], [1.164, -0.252, -3.926], [2.845, -0.340, -3.383], [1.862, 1.058, -2.970], [4.183, -0.240, -1.210], [3.875, -0.027, 0.513], [3.313, 1.184, -0.651], [1.439, -2.486, 2.215], [2.652, -1.204, 2.116], [2.942, -2.749, 1.331], [-0.932, -0.368, 2.179], [0.604, -0.017, 4.025], [0.507, -1.978, 4.793], [-0.740, -2.598, 4.899], [-0.826, -3.877, 5.432], [0.325, -4.536, 5.855], [1.564, -3.920, 5.751], [1.658, -2.636, 5.221], [2.619, 0.445, 4.501], [3.618, 0.735, 3.585], [4.908, 0.975, 4.045], [5.189, 0.932, 5.405], [4.180, 0.643, 6.313], [2.888, 0.394, 5.868], [-0.706, 1.006, 5.304], [-1.650, 1.884, 4.787], [-2.526, 2.521, 5.658], [-2.454, 2.279, 7.023], [-1.523, 1.378, 7.530], [-0.643, 0.732, 6.673], [-1.644, -2.092, 4.581], [-1.793, -4.358, 5.523], [0.253, -5.536, 6.269], [2.460, -4.434, 6.083], [2.630, -2.162, 5.137], [3.406, 0.811, 2.529], [5.691, 1.207, 3.333], [6.194, 1.130, 5.759], [4.391, 0.610, 7.376], [2.121, 0.166, 6.595], [-1.703, 2.086, 3.724], [-3.257, 3.215, 5.261], [-3.134, 2.787, 7.699], [-1.488, 1.165, 8.592], [0.028, -0.016, 7.076], [1.577, 1.750, 1.335], [0.620, 2.837, 2.200], [-0.027, 3.576, 2.819], [-2.046, 0.485, -3.995], [-3.392, 0.504, -3.276], [-4.511, 0.768, -4.262], [-3.653, -0.791, -2.522], [-3.425, 1.572, -2.318], [-2.281, 2.341, -1.450], [-1.286, 1.217, -0.719], [-3.056, 3.278, -0.381], [-3.841, 3.014, 0.803], [-4.510, 1.643, 0.725], [-2.908, 3.093, 2.000], [-4.888, 4.111, 0.861], [-1.470, 3.312, -2.473], [-0.351, 4.213, -2.344], [-0.490, 5.204, -3.483], [-0.408, 4.920, -0.998], [0.940, 3.428, -2.504], [-2.046, -0.275, -4.783], [-1.232, 0.270, -3.290], [-1.843, 1.460, -4.445], [-4.585, -0.042, -4.993], [-4.331, 1.706, -4.792], [-5.461, 0.850, -3.730], [-3.618, -1.652, -3.194], [-4.640, -0.753, -2.054], [-2.907, -0.921, -1.733], [-3.762, 0.838, 0.740], [-5.092, 1.550, -0.196], [-5.176, 1.505, 1.580], [-2.123, 2.339, 1.911], [-3.462, 2.917, 2.928], [-2.430, 4.073, 2.048], [-5.534, 4.067, -0.019], [-4.402, 5.089, 0.885], [-5.506, 4.003, 1.755], [-1.426, 5.761, -3.382], [-0.500, 4.681, -4.443], [0.342, 5.913, -3.475], [-1.362, 5.444, -0.886], [0.407, 5.642, -0.908], [-0.326, 4.206, -0.172], [0.977, 2.993, -3.507], [0.991, 2.628, -1.762], [1.809, 4.078, -2.370]],
  "multiplicity": 5,
  "e_homo_ev": [-9.90, -11.39],
  "orbital_gap_ha": [0.2338, 0.2306],
  "charge": 1,
  "lumo_energy_ev": [-3.54, -5.11]
}